No. 1
Below is one molecule with the formula C25H35N5O4 in a non-equilibrium geometry, with properties calculated with ωB97M-V with the def2-TZVPD basis set.

CARTESIAN COORDINATES (ANGSTROEM)
C -1.175 -1.760 -5.365
C -0.415 -1.644 -4.044
C 1.066 -1.397 -4.311
C -1.041 -0.535 -3.189
C -0.549 -0.509 -1.737
N -1.596 -0.032 -0.858
C -1.299 0.339 0.399
O -0.193 0.193 0.898
C -2.408 0.956 1.140
N -3.671 1.140 0.656
C -4.314 1.790 1.580
N -3.530 2.048 2.660
C -2.307 1.508 2.403
C -1.067 1.693 3.207
O -0.545 2.794 3.269
N -0.577 0.598 3.817
C -1.249 -0.688 3.835
C -0.215 -1.789 4.106
N 0.927 -1.645 3.243
C 0.945 -2.227 1.982
C -0.113 -2.982 1.471
C -0.018 -3.590 0.233
C 1.125 -3.462 -0.536
C 2.185 -2.722 -0.038
C 2.102 -2.123 1.201
C 1.617 -0.373 3.421
C 0.794 0.599 4.277
C 0.685 0.395 -1.561
O 1.812 -0.022 -1.545
O 0.311 1.662 -1.502
C 1.267 2.720 -1.227
C 2.005 2.442 0.081
C 0.401 3.972 -1.092
C 2.239 2.849 -2.399
H -0.751 -2.551 -5.978
H -2.225 -1.986 -5.193
H -1.112 -0.827 -5.921
H -0.519 -2.590 -3.500
H 1.477 -2.200 -4.919
H 1.203 -0.460 -4.847
H 1.626 -1.348 -3.382
H -0.862 0.436 -3.656
H -2.122 -0.699 -3.168
H -0.242 -1.514 -1.417
H -2.504 0.214 -1.223
H -5.340 2.091 1.516
H -3.777 2.571 3.485
H -1.720 -0.872 2.867
H -2.026 -0.693 4.613
H 0.131 -1.734 5.143
H -0.667 -2.771 3.970
H -1.038 -3.093 2.017
H -0.860 -4.159 -0.138
H 1.192 -3.932 -1.506
H 3.085 -2.609 -0.622
H 2.950 -1.569 1.571
H 1.766 0.081 2.439
H 2.593 -0.532 3.900
H 0.830 0.335 5.339
H 1.178 1.613 4.158
H 2.640 1.566 -0.020
H 1.285 2.259 0.876
H 2.616 3.301 0.344
H -0.189 4.120 -1.993
H 1.030 4.843 -0.931
H -0.273 3.863 -0.246
H 1.692 3.031 -3.323
H 2.917 3.679 -2.223
H 2.817 1.936 -2.507

As for the SMILES: CC(C)C[C@H](NC(=O)c1nc[nH]c1C(=O)N1CCN(c2ccccc2)CC1)C(=O)OC(C)(C)C. For the HOMO energy, the calculation gives -7.43 eV. For the energy relative to the best compared isomer or geometry (same formula, charge and spin), the calculation gives 1.539 eV.

***

No. 2
Below is a 2-piece molecular cluster, C29H47N3O8PS overall in a non-equilibrium geometry, with properties calculated with ωB97M-V with the def2-TZVPD basis set.

CARTESIAN COORDINATES (ANGSTROEM)
O -1.972 -1.119 6.623
C -2.058 -1.781 5.622
C -0.856 -2.284 4.850
C -1.139 -2.342 3.330
C -2.054 -1.201 2.858
N -1.963 -1.034 1.367
C -2.531 -2.244 0.661
C -1.583 -3.044 -0.256
O -0.690 -3.732 0.159
C -1.877 -2.973 -1.725
C -1.859 -1.759 -2.401
C -2.167 -1.718 -3.749
C -2.509 -2.875 -4.432
C -2.507 -4.084 -3.752
C -2.199 -4.142 -2.405
C -0.558 -0.602 1.021
C -0.489 0.935 1.273
C -0.575 1.746 -0.038
C -2.038 1.832 -0.489
C -2.430 2.992 -1.405
C -3.898 2.750 -1.861
C -4.882 3.838 -1.412
C -5.043 3.727 0.116
S -6.582 2.998 0.725
C -6.209 1.302 0.604
N -6.086 0.524 1.626
N -5.815 -0.746 1.135
C -5.798 -0.630 -0.145
O -6.038 0.615 -0.562
C 0.465 -1.238 1.986
O 0.039 -2.450 2.566
H -3.070 -2.016 5.231
H 0.014 -1.653 5.013
H -0.705 -3.313 5.178
H -1.688 -3.273 3.159
H -1.827 -0.268 3.372
H -3.088 -1.447 3.090
H -2.577 -0.248 1.154
H -2.955 -2.932 1.389
H -3.374 -1.907 0.064
H -1.602 -0.842 -1.884
H -2.174 -0.769 -4.271
H -2.777 -2.851 -5.478
H -2.775 -4.996 -4.268
H -2.208 -5.072 -1.851
H -0.294 -0.703 -0.028
H -1.272 1.264 1.959
H 0.471 1.196 1.718
H 0.052 1.259 -0.789
H -0.156 2.742 0.105
H -2.328 0.908 -1.008
H -2.656 1.857 0.418
H -1.795 3.084 -2.283
H -2.437 3.911 -0.816
H -3.965 2.538 -2.928
H -4.240 1.843 -1.359
H -5.844 3.654 -1.890
H -4.565 4.840 -1.701
H -4.222 3.167 0.560
H -5.003 4.720 0.567
H -5.629 -1.467 -0.802
H 1.416 -1.409 1.489
H 0.650 -0.541 2.811
O 7.317 0.815 0.277
P 6.167 0.834 -0.641
O 5.972 2.310 -1.241
C 6.984 2.853 -2.101
C 7.023 2.178 -3.460
O 4.865 0.775 0.334
C 5.008 0.574 1.739
C 5.113 1.891 2.484
O 5.438 -0.011 -1.803
C 5.927 -1.341 -2.101
C 5.829 -2.271 -0.909
H 7.957 2.785 -1.608
H 6.747 3.909 -2.218
H 7.387 1.151 -3.381
H 7.690 2.717 -4.133
H 6.027 2.140 -3.901
H 5.862 -0.068 1.954
H 4.115 0.037 2.071
H 5.827 2.561 2.007
H 5.422 1.727 3.517
H 4.149 2.404 2.491
H 6.960 -1.275 -2.452
H 5.326 -1.713 -2.928
H 6.472 -1.939 -0.090
H 6.134 -3.280 -1.188
H 4.807 -2.302 -0.530

For the HOMO energy, the calculation gives -11.97 eV. The net charge is +1.

***

No. 3
Below is C37H36INO10P2PbS2 as an isolated structure, with properties calculated with ωB97M-V with the def2-TZVPD basis set.

CARTESIAN COORDINATES (ANGSTROEM)
Pb 0.551 1.649 -0.390
O -1.224 3.486 1.040
C -2.607 3.148 1.134
C -3.052 2.452 -0.118
C -4.387 2.508 -0.488
C -4.820 1.759 -1.569
C -3.900 0.980 -2.252
C -2.583 0.998 -1.829
N -2.159 1.726 -0.786
H -0.912 3.700 1.926
H -3.228 4.033 1.289
H -2.770 2.461 1.971
H -5.078 3.115 0.084
H -5.858 1.785 -1.874
H -4.183 0.376 -3.102
H -1.826 0.416 -2.343
O 2.173 -0.418 0.559
S 3.253 -0.142 -0.395
O 4.563 -0.079 0.201
O 2.897 1.042 -1.199
C 3.234 -1.570 -1.474
C 4.273 -2.466 -1.260
C 4.315 -3.680 -1.930
C 3.308 -4.013 -2.813
C 2.264 -3.129 -3.040
C 2.213 -1.904 -2.390
S 0.849 -0.863 -2.900
O 1.437 0.161 -3.732
O -0.119 -1.721 -3.535
O 0.290 -0.316 -1.621
H 5.043 -2.192 -0.552
H 5.139 -4.361 -1.758
H 3.326 -4.966 -3.328
H 1.465 -3.374 -3.726
I 1.711 2.162 2.709
C 2.563 0.374 3.363
C 3.891 0.461 3.642
C 4.545 -0.598 4.308
C 3.815 -1.648 4.753
C 2.429 -1.754 4.461
C 1.698 -2.839 4.998
C 0.371 -2.973 4.742
C -0.237 -2.101 3.821
C 0.432 -1.061 3.220
P -0.418 -0.465 1.657
C -2.058 -0.073 2.415
C -2.020 0.770 3.535
C -3.182 1.252 4.116
C -4.420 0.913 3.581
C -4.473 0.080 2.474
C -3.305 -0.408 1.896
C -0.592 -2.071 0.777
C -1.590 -2.267 -0.175
C -1.662 -3.446 -0.900
C -0.710 -4.437 -0.712
C 0.323 -4.230 0.192
C 0.381 -3.059 0.932
C 1.777 -0.785 3.645
H 4.444 1.353 3.381
H 5.608 -0.532 4.501
H 4.274 -2.431 5.346
H 2.219 -3.550 5.629
H -0.200 -3.785 5.173
H -1.256 -2.312 3.519
H -1.064 1.037 3.970
H -3.120 1.891 4.988
H -5.331 1.286 4.032
H -5.430 -0.204 2.054
H -3.390 -1.068 1.044
H -2.291 -1.474 -0.409
H -2.440 -3.569 -1.642
H -0.758 -5.353 -1.287
H 1.101 -4.974 0.314
H 1.211 -2.908 1.610
C -0.737 4.825 -2.340
O 0.285 4.373 -3.220
P 0.482 2.754 -3.383
O -0.865 2.319 -4.139
C -1.220 2.867 -5.416
O 1.540 2.805 -4.580
C 2.931 2.631 -4.261
H -0.820 5.902 -2.463
H -0.506 4.605 -1.295
H -1.700 4.368 -2.587
H -2.303 2.813 -5.496
H -0.760 2.274 -6.203
H -0.894 3.903 -5.501
H 3.056 1.917 -3.446
H 3.364 3.595 -3.993
H 3.415 2.244 -5.152

For the HOMO energy, the calculation gives -8.02 eV. For the energy relative to the best compared isomer or geometry (same formula, charge and spin), the calculation gives 0.251 eV.

***

No. 4
Below is C12H21GeN2O7P2Y as an isolated structure in a non-equilibrium geometry, with properties calculated with ωB97M-V with the def2-TZVPD basis set.

CARTESIAN COORDINATES (ANGSTROEM)
Y -0.220 0.809 0.352
C 1.802 -1.474 4.530
C 0.882 -0.890 3.482
O -0.454 -0.768 3.933
P 0.688 -1.989 2.011
O 0.044 -3.303 2.605
O 2.048 -2.587 1.490
O -0.162 -1.408 0.930
P 1.511 0.666 2.723
O 2.618 1.230 3.739
O 2.135 0.226 1.425
O 0.372 1.650 2.610
H 1.473 -2.471 4.816
H 1.809 -0.838 5.412
H 2.813 -1.521 4.131
H -0.698 0.171 3.932
H -0.733 -3.089 3.125
H 2.562 -1.921 1.022
H 2.471 2.156 3.931
N 1.454 0.440 -6.199
C 1.755 0.731 -5.130
C 2.146 1.074 -3.821
C 3.486 1.385 -3.518
C 3.788 1.705 -2.210
C 2.793 1.673 -1.246
N 1.511 1.366 -1.526
C 1.208 1.088 -2.790
H 4.231 1.382 -4.299
H 4.792 1.976 -1.927
H 3.013 1.905 -0.214
H 0.166 0.885 -3.003
C -3.541 -1.358 -0.052
Ge -3.212 0.278 -1.177
C -4.984 0.918 -1.865
C -2.146 -0.435 -2.711
C -2.145 1.611 -0.297
H -4.004 -2.139 -0.649
H -4.192 -1.140 0.790
H -2.588 -1.724 0.330
H -5.494 0.148 -2.434
H -4.846 1.781 -2.507
H -5.628 1.213 -1.043
H -2.674 -1.224 -3.238
H -1.208 -0.849 -2.332
H -1.928 0.348 -3.433
H -2.717 2.314 0.303

For the HOMO energy, the calculation gives -5.60 eV. For the energy relative to the best compared isomer or geometry (same formula, charge and spin), the calculation gives 1.008 eV.

***

No. 5
Below is an isolated ion of composition C5H12NS and charge +1 in a non-equilibrium geometry, with properties calculated with ωB97M-V with the def2-TZVPD basis set.

CARTESIAN COORDINATES (ANGSTROEM)
C 0.759 -0.585 1.109
C -0.154 0.435 0.259
C 0.847 -0.075 -1.839
C -1.109 -1.471 -1.262
C -0.396 1.943 2.573
N -0.450 -0.133 -1.124
S -0.755 1.958 0.780
H 0.979 -0.545 2.137
H 0.868 -1.595 0.858
H 1.559 -0.659 -1.358
H 0.669 -0.625 -2.675
H 1.124 0.859 -1.992
H -0.856 -2.155 -0.592
H -2.159 -1.332 -1.032
H -1.023 -1.724 -2.331
H -0.352 0.995 2.937
H -1.261 2.512 3.116
H 0.643 2.434 2.777
H -1.217 0.544 -1.458

For the HOMO energy (alpha / beta), the calculation gives -10.66 / -14.39 eV. Its expectation value of S² is 2.008. Its spin multiplicity is 3. For the energy relative to the best compared isomer or geometry (same formula, charge and spin), the calculation gives 1.805 eV. The net charge is +1.